(1)
ORCA calculation (ωB97M-V/def2-TZVPD) on a structure of composition C31H32BrMoN4OSe.

Summary:
orbital gap (spin up / spin down) = 5.3 / 5.8 eV
net charge = +3
highest occupied orbital energy (spin up / spin down) = -0.6222 / -0.6223 Ha
<S²> = 2.072
DFT total energy = -6537.45091 hartree
2S+1 = 3
M = 731.428 g mol⁻¹

XYZ file:
```
71
Properties=species:S:1:pos:R:3:forces:R:3
Mo 0.046 -0.110 0.421 -1.78 -3.19 0.23
Br 5.873 4.481 -0.188 -0.50 -0.54 0.01
C 4.566 3.112 -0.120 0.48 0.33 -0.07
C 4.956 1.767 -0.202 -0.20 0.55 0.01
C 4.008 0.768 -0.146 -0.83 -0.61 0.09
C 2.660 1.090 0.024 1.97 2.55 -0.15
O 1.693 0.206 0.121 2.88 0.12 -0.43
C 2.243 2.455 0.110 0.63 -0.81 -0.05
C 0.870 2.787 0.303 -0.21 -0.22 -0.02
N -0.124 1.926 0.416 0.91 2.04 -0.27
C -1.436 2.413 0.562 -1.62 0.46 0.19
C -1.874 3.719 0.415 0.33 -0.60 0.03
C -3.223 4.044 0.606 -0.27 -0.10 0.12
C -4.139 3.091 0.973 0.28 0.06 -0.10
C -3.740 1.742 1.119 0.47 -0.07 -0.12
C -4.622 0.704 1.482 0.41 -0.12 -0.12
C -4.126 -0.577 1.598 0.14 -0.01 -0.03
C -2.785 -0.830 1.322 -0.15 -0.64 0.06
N -1.906 0.115 0.945 -1.77 0.32 0.61
C -2.380 1.404 0.880 -0.18 1.08 -0.05
C 3.226 3.450 0.010 -0.22 -0.14 0.07
H 6.002 1.522 -0.316 0.07 -0.04 0.00
H 4.296 -0.273 -0.223 0.05 -0.01 -0.01
H 0.664 3.852 0.362 -0.15 -0.09 0.04
H -1.197 4.514 0.146 0.04 0.08 -0.06
H -3.531 5.068 0.466 -0.05 0.07 0.03
H -5.171 3.356 1.144 -0.12 0.02 0.01
H -5.668 0.916 1.655 -0.06 0.02 0.06
H -4.767 -1.399 1.883 0.05 -0.03 0.01
H -2.415 -1.856 1.406 -0.13 0.39 -0.04
H 2.938 4.490 0.040 -0.02 0.14 0.05
C 0.756 -4.358 -5.345 -0.02 0.09 0.00
C 0.325 -4.512 -3.899 -0.14 -0.08 0.06
C -0.395 -3.294 -3.316 0.27 -0.13 0.11
C 0.507 -2.077 -3.073 -1.01 0.09 -0.40
N 1.605 -2.357 -2.170 0.30 -0.05 0.74
C 1.513 -2.582 -0.848 0.17 -0.01 -0.30
Se -0.110 -2.534 0.151 -0.30 -0.90 0.03
N 2.729 -2.809 -0.327 -0.64 0.32 -0.51
C 3.048 -3.126 1.049 0.34 -0.44 0.91
C 3.621 -4.539 1.233 -0.35 0.08 0.02
C 2.626 -5.673 0.990 0.27 -0.16 0.06
C 2.341 -5.962 -0.476 -0.23 0.04 0.04
C 3.659 -2.701 -1.346 -0.20 0.11 -0.73
C 5.049 -2.782 -1.347 0.09 -0.02 0.00
C 5.687 -2.603 -2.559 -0.06 -0.02 0.26
C 4.972 -2.342 -3.734 -0.29 0.04 -0.05
C 3.596 -2.235 -3.737 0.09 0.02 -0.11
C 2.941 -2.420 -2.525 0.61 -0.15 0.53
H 1.152 -5.301 -5.712 0.07 -0.01 -0.11
H 1.529 -3.602 -5.472 0.13 0.08 -0.06
H -0.087 -4.077 -5.974 -0.05 -0.02 -0.07
H 1.188 -4.778 -3.280 -0.02 -0.03 0.07
H -0.364 -5.358 -3.843 0.05 0.05 0.12
H -0.873 -3.582 -2.374 -0.05 0.10 -0.11
H -1.181 -2.979 -4.005 -0.08 0.05 0.06
H -0.089 -1.247 -2.646 0.28 -0.25 -0.26
H 0.938 -1.740 -4.016 0.01 0.08 0.14
H 2.134 -3.023 1.649 0.26 0.06 -0.17
H 3.784 -2.394 1.400 -0.15 0.04 -0.04
H 3.977 -4.592 2.263 0.07 0.08 -0.03
H 4.483 -4.676 0.579 0.09 0.01 0.07
H 1.693 -5.486 1.529 0.01 -0.01 0.10
H 3.063 -6.576 1.426 -0.10 0.12 0.05
H 1.639 -5.245 -0.908 0.00 0.02 -0.13
H 1.889 -6.945 -0.576 -0.03 -0.04 -0.11
H 3.259 -5.950 -1.060 0.08 -0.04 -0.13
H 5.612 -2.976 -0.449 0.06 -0.07 0.11
H 6.763 -2.665 -2.603 0.11 -0.02 0.01
H 5.513 -2.216 -4.658 0.03 0.02 -0.10
H 3.066 -2.012 -4.648 -0.08 -0.01 -0.13
```
Forces are in eV/Å.

natural (NBO) population analysis, charges in e, atoms 1 to 5: 1.520 0.225 -0.066 -0.141 -0.212



(2)
ORCA calculation (ωB97M-V/def2-TZVPD) on a structure of composition C31H32CuN6O3S.

Summary:
orbital gap = 5.9 eV
net charge = -1
relative energy (zero: lowest compared OMol25 entry of this formula, charge and spin) = 15.31 kJ/mol
highest occupied orbital energy = -0.1331 Ha
DFT total energy = -3793.57427 hartree
2S+1 = 1
M = 632.249 g mol⁻¹

XYZ file:
```
74
Properties=species:S:1:pos:R:3:forces:R:3
Cu -0.936 -3.362 -0.270 0.38 -0.35 -0.40
N 1.478 -4.085 0.856 0.04 -0.04 -0.04
N 1.066 -4.654 2.065 0.15 -0.02 0.13
C -0.320 -4.905 2.267 -0.02 -0.04 -0.06
O -0.586 -5.673 3.199 0.02 0.00 0.06
O -1.127 -4.307 1.502 -0.26 0.05 0.10
H 1.695 -4.769 0.139 0.01 0.04 0.04
H 2.255 -3.454 1.001 -0.03 -0.03 -0.01
H 1.626 -5.407 2.444 -0.04 0.06 -0.08
C 3.537 0.994 4.016 0.01 -0.01 0.00
C 2.137 1.048 3.391 0.01 -0.01 -0.03
C 1.228 0.105 4.181 -0.01 0.01 -0.02
C 1.587 2.476 3.511 0.02 -0.02 0.00
C 2.202 0.673 1.909 -0.02 0.02 0.01
C 3.142 1.307 1.074 -0.05 0.05 -0.01
C 3.230 1.037 -0.278 -0.03 0.02 0.01
C 2.355 0.106 -0.826 0.01 0.05 0.02
S 2.199 -0.479 -2.450 0.02 -0.03 0.02
C 0.900 -1.553 -1.912 -0.08 -0.09 -0.03
N 0.619 -1.459 -0.656 -0.05 0.21 -0.03
C 1.415 -0.537 -0.015 0.04 -0.06 -0.01
C 1.339 -0.253 1.349 0.05 0.01 0.01
C 0.216 -2.485 -2.819 0.04 0.09 0.03
C 0.477 -2.405 -4.191 -0.02 -0.02 -0.05
C -0.158 -3.263 -5.066 -0.01 0.00 0.01
C -1.056 -4.193 -4.547 0.02 0.01 -0.03
C -1.298 -4.255 -3.184 -0.03 -0.04 0.06
C -0.677 -3.416 -2.238 0.01 0.05 0.12
H 3.471 1.172 5.091 0.00 0.01 0.02
H 4.201 1.750 3.598 0.02 0.01 -0.03
H 3.995 0.017 3.858 0.00 -0.03 0.01
H 1.264 0.368 5.240 -0.01 0.01 0.02
H 1.537 -0.935 4.078 0.02 -0.03 0.01
H 0.190 0.179 3.858 -0.03 0.00 -0.02
H 1.567 2.791 4.556 -0.01 0.01 0.04
H 0.570 2.531 3.118 -0.02 0.01 -0.01
H 2.203 3.183 2.953 0.02 0.02 0.00
H 3.822 2.036 1.495 0.02 0.02 0.02
H 3.965 1.542 -0.890 0.01 0.02 -0.02
H 0.610 -0.801 1.929 -0.03 -0.02 0.02
H 1.169 -1.664 -4.578 0.01 0.01 -0.01
H 0.033 -3.207 -6.130 0.01 0.00 -0.02
H -1.566 -4.876 -5.219 -0.01 -0.01 -0.01
H -2.003 -5.002 -2.832 0.00 -0.01 0.00
C 1.870 5.924 -1.573 0.02 0.02 -0.01
C 0.791 4.881 -1.469 -0.04 -0.01 -0.04
C 0.696 4.060 -0.351 0.04 -0.05 0.02
C -0.303 3.111 -0.242 0.01 0.02 -0.03
C -1.250 2.963 -1.254 -0.06 0.01 0.05
N -2.238 1.978 -1.070 -0.06 -0.01 -0.07
C -3.440 1.879 -1.721 0.10 0.02 0.06
O -3.845 2.662 -2.562 0.04 0.03 0.04
N -4.231 0.816 -1.331 -0.10 0.03 -0.15
C -3.948 -0.295 -0.518 -0.22 0.02 0.16
C -4.970 -0.845 0.255 0.07 -0.03 0.09
C -4.699 -1.944 1.049 0.10 0.05 -0.06
C -3.407 -2.460 1.067 -0.14 0.14 0.03
N -2.444 -1.948 0.305 -0.17 -0.10 0.27
C -2.707 -0.909 -0.477 0.12 -0.05 -0.14
C -1.166 3.767 -2.385 0.00 0.01 0.03
C -0.151 4.709 -2.476 0.02 0.01 0.03
H 2.839 5.520 -1.276 0.02 -0.01 0.01
H 1.661 6.778 -0.925 0.00 0.01 0.01
H 1.958 6.296 -2.593 0.00 0.01 -0.01
H 1.417 4.157 0.453 0.02 -0.03 -0.01
H -0.345 2.474 0.635 0.00 -0.03 0.01
H -2.075 1.339 -0.308 0.00 0.02 -0.01
H -5.161 0.885 -1.712 0.07 -0.02 -0.03
H -5.959 -0.404 0.230 -0.02 0.01 0.00
H -5.471 -2.394 1.657 -0.01 0.00 0.01
H -3.112 -3.308 1.675 0.01 -0.03 -0.01
H -1.892 -0.599 -1.119 0.03 0.03 -0.05
H -1.893 3.664 -3.173 -0.02 -0.02 -0.02
H -0.096 5.328 -3.364 0.01 0.01 -0.01
```
Forces are in eV/Å.

Löwdin population analysis, charges in e, atoms 1 to 5: 0.313 -0.004 -0.052 -0.749 -0.043



(3)
ORCA calculation (ωB97M-V/def2-TZVPD) on a structure of composition C31H32F4N7SY.

Summary:
orbital gap = 6.4 eV
relative energy (zero: lowest compared OMol25 entry of this formula, charge and spin) = 94.15 kJ/mol
highest occupied orbital energy = -0.2683 Ha
DFT total energy = -2419.80540 hartree
2S+1 = 1
M = 699.611 g mol⁻¹

XYZ file:
```
76
Properties=species:S:1:pos:R:3:forces:R:3
Y 0.630 0.622 0.156 -0.28 -0.14 0.28
C 2.915 -3.430 1.000 -0.03 -0.04 0.00
C 1.845 -2.387 0.953 0.28 0.11 0.09
N 2.080 -1.156 1.218 -0.07 -0.07 -0.03
N 3.380 -0.826 1.531 0.24 -0.11 -0.04
C 3.627 0.350 2.171 -0.09 -0.01 0.05
N 4.906 0.776 2.067 0.01 0.05 -0.11
S 2.447 1.128 3.038 -0.05 0.00 0.03
C 0.455 -2.731 0.589 -0.28 -0.05 -0.08
C 0.134 -3.982 0.091 0.13 0.00 0.04
C -1.188 -4.282 -0.209 -0.09 0.06 0.03
C -2.148 -3.325 0.033 0.02 -0.11 -0.03
C -1.736 -2.085 0.499 -0.02 0.10 0.05
N -0.474 -1.766 0.752 0.06 -0.11 -0.01
H 3.591 -3.225 1.829 0.00 0.01 -0.01
H 2.509 -4.428 1.121 -0.01 -0.01 0.01
H 3.493 -3.408 0.071 -0.01 -0.01 0.00
H 4.092 -1.156 0.890 -0.03 0.01 -0.01
H 5.273 0.759 1.118 0.00 -0.04 0.03
H 5.059 1.664 2.520 -0.02 -0.01 0.01
H 0.903 -4.717 -0.092 0.02 0.01 0.01
H -1.451 -5.245 -0.623 0.00 0.00 0.00
H -3.193 -3.501 -0.177 0.00 0.00 0.00
H -2.473 -1.307 0.656 0.02 0.00 -0.02
C -3.387 2.067 2.459 0.04 -0.02 0.01
C -2.189 1.590 1.640 0.03 -0.01 -0.02
N -0.871 1.496 2.325 -0.10 0.13 0.05
C -1.007 0.821 3.637 0.03 -0.07 0.00
C -1.588 -0.580 3.602 0.02 0.04 0.00
C -0.357 2.866 2.612 0.03 -0.02 -0.06
C 0.470 3.513 1.482 -0.02 0.01 0.02
N 0.210 2.850 0.218 0.10 0.13 0.11
C 0.007 3.579 -0.903 -0.09 0.04 -0.28
C -0.657 2.919 -1.954 0.09 0.00 0.17
F -1.010 1.622 -1.679 -0.02 0.08 -0.11
C -0.951 3.475 -3.170 0.00 0.07 -0.05
F -1.601 2.754 -4.094 0.00 -0.04 0.03
C -0.592 4.785 -3.437 -0.01 -0.02 0.01
C 0.068 5.467 -2.433 -0.03 0.02 -0.09
F 0.454 6.733 -2.660 0.02 -0.01 0.04
C 0.372 4.903 -1.209 0.01 -0.04 0.07
F 1.081 5.644 -0.331 -0.01 -0.02 0.00
H -4.247 2.143 1.792 -0.01 0.00 0.00
H -3.229 3.053 2.894 0.01 0.01 0.01
H -3.649 1.379 3.262 0.00 0.01 0.00
H -2.050 2.253 0.788 0.02 -0.02 -0.01
H -2.424 0.599 1.239 0.01 0.02 -0.03
H -1.608 1.449 4.305 0.00 0.02 0.00
H -0.007 0.766 4.066 -0.02 0.01 0.01
H -2.579 -0.618 3.147 0.00 -0.01 0.00
H -1.684 -0.942 4.626 -0.01 -0.01 0.00
H -0.932 -1.258 3.063 0.01 -0.02 -0.01
H 0.268 2.805 3.504 -0.01 -0.01 0.00
H -1.199 3.511 2.875 -0.02 0.01 0.01
H 1.532 3.459 1.742 0.00 -0.01 0.01
H 0.216 4.572 1.450 -0.01 0.00 -0.01
H -0.804 5.248 -4.388 0.00 0.01 0.00
C -2.654 -3.028 -3.673 0.04 -0.05 -0.03
C -2.893 -1.835 -2.965 -0.04 0.07 0.04
C -1.857 -1.164 -2.375 -0.01 -0.05 -0.03
C -0.512 -1.615 -2.457 0.03 -0.09 -0.01
C 0.559 -0.921 -1.789 0.12 0.03 -0.16
C 1.821 -1.428 -2.049 0.01 0.03 0.06
C 2.073 -2.575 -2.836 0.01 -0.07 -0.02
C 1.039 -3.273 -3.383 0.08 -0.03 -0.02
C -0.283 -2.801 -3.214 -0.12 0.11 0.06
C -1.375 -3.494 -3.793 -0.03 -0.01 -0.02
H -3.476 -3.557 -4.138 0.00 -0.01 0.00
H -3.902 -1.447 -2.893 0.01 0.01 0.00
H -2.063 -0.249 -1.839 -0.01 0.03 0.02
H 2.694 -0.940 -1.626 0.02 0.02 -0.05
H 3.096 -2.899 -2.999 0.00 0.00 0.00
H 1.209 -4.165 -3.976 0.00 -0.01 0.00
H -1.171 -4.396 -4.360 0.00 0.00 0.00
N 4.049 1.314 -0.757 0.03 -0.03 0.03
C 2.914 1.205 -0.550 0.06 0.12 -0.03
```
Forces are in eV/Å.

Löwdin population analysis, charges in e, atoms 1 to 5: 1.424 0.003 -0.249 -0.015 -0.033



Summary of largest force on an atom in eV/Å
3.66; 0.66; 0.42
(order as listed above)